(1)
{
  "formula": "C19H34MgN2O3P2",
  "method": "ωB97M-V/def2-TZVPD",
  "symbols": ["Mg", "C", "P", "C", "C", "C", "C", "C", "C", "C", "P", "C", "C", "H", "H", "H", "H", "H", "H", "H", "H", "H", "H", "H", "H", "H", "H", "H", "H", "C", "N", "C", "C", "C", "O", "H", "H", "H", "H", "H", "H", "H", "H", "H", "O", "C", "O", "C", "N", "C", "C", "C", "H", "H", "H", "H", "H", "H", "H", "H", "H"],
  "coordinates": [[-0.224, 0.030, 0.346], [-2.497, 1.240, -2.836], [-0.869, 1.024, -2.045], [-0.056, 2.628, -2.345], [0.008, -0.140, -3.151], [0.458, 0.290, -4.395], [1.142, -0.566, -5.244], [1.382, -1.873, -4.853], [0.927, -2.321, -3.621], [0.237, -1.471, -2.760], [-0.369, -2.080, -1.145], [0.364, -3.728, -0.934], [-2.129, -2.478, -1.437], [-2.368, 1.525, -3.881], [-3.059, 2.024, -2.328], [-3.072, 0.316, -2.800], [-0.193, 2.972, -3.370], [1.008, 2.531, -2.136], [-0.481, 3.377, -1.676], [0.278, 1.308, -4.717], [1.486, -0.212, -6.207], [1.916, -2.549, -5.505], [1.119, -3.348, -3.345], [1.451, -3.670, -0.884], [0.075, -4.402, -1.741], [-0.001, -4.144, 0.005], [-2.258, -3.011, -2.379], [-2.730, -1.570, -1.455], [-2.490, -3.110, -0.624], [-1.974, -0.111, 4.041], [-3.147, 0.071, 3.187], [-4.483, 0.057, 3.798], [-2.982, 0.218, 1.887], [-4.177, 0.409, 1.003], [-1.827, 0.195, 1.385], [-2.268, 0.072, 5.070], [-1.195, 0.594, 3.761], [-1.585, -1.126, 3.948], [-4.387, -0.310, 4.815], [-5.148, -0.612, 3.257], [-4.909, 1.059, 3.823], [-4.854, 1.165, 1.399], [-4.737, -0.525, 0.923], [-3.839, 0.703, 0.013], [1.347, -0.012, 1.827], [2.125, 0.404, 0.921], [1.705, 0.683, -0.220], [3.602, 0.582, 1.224], [3.842, 0.093, 2.640], [4.503, 1.216, 3.418], [3.983, 2.452, 2.711], [4.043, 2.055, 1.237], [4.181, -0.030, 0.536], [4.385, -0.768, 2.663], [2.908, -0.119, 3.020], [5.578, 1.098, 3.293], [4.244, 1.111, 4.468], [4.591, 3.324, 2.939], [2.959, 2.667, 3.023], [5.060, 2.137, 0.856], [3.399, 2.652, 0.596]],
  "charge": 2
}

***

(2)
{
  "formula": "H2P4S3",
  "method": "ωB97M-V/def2-TZVPD",
  "symbols": ["P", "S", "P", "S", "P", "P", "S", "H", "H"],
  "coordinates": [[0.320, -1.519, -1.218], [1.807, -0.463, -0.244], [0.882, 0.637, 1.793], [-0.039, 2.261, 0.948], [-1.176, 1.647, -0.732], [-1.617, -0.623, -0.194], [-0.818, -0.588, 1.764], [0.585, -2.735, -0.596], [0.056, 1.383, -1.519]],
  "smiles": "[PH]1#S#P2S[PH]#P1S2"
}

***

(3)
{
  "formula": "C24H35N3O4S",
  "method": "ωB97M-V/def2-TZVPD",
  "symbols": ["C", "C", "O", "N", "C", "C", "C", "C", "S", "O", "O", "N", "C", "C", "C", "C", "C", "C", "O", "N", "C", "C", "C", "C", "C", "C", "C", "C", "C", "C", "C", "C", "H", "H", "H", "H", "H", "H", "H", "H", "H", "H", "H", "H", "H", "H", "H", "H", "H", "H", "H", "H", "H", "H", "H", "H", "H", "H", "H", "H", "H", "H", "H", "H", "H", "H", "H"],
  "coordinates": [[-3.657, 0.776, 2.247], [-3.951, -0.012, 0.997], [-5.012, 0.074, 0.413], [-2.992, -0.879, 0.546], [-1.691, -1.133, 0.966], [-0.824, -0.357, 1.722], [0.462, -0.833, 1.952], [0.867, -2.044, 1.432], [2.549, -2.600, 1.634], [2.563, -4.016, 1.859], [3.220, -1.736, 2.562], [3.116, -2.376, 0.078], [3.621, -1.066, -0.272], [3.243, -0.695, -1.714], [1.727, -0.680, -1.922], [1.057, 0.493, -1.214], [1.653, 1.835, -1.653], [1.024, 2.949, -0.818], [1.568, 3.353, 0.194], [-0.149, 3.481, -1.239], [-1.027, 2.992, -2.275], [-2.297, 2.401, -1.652], [-2.997, 3.445, -0.787], [-2.021, 3.990, 0.252], [-0.768, 4.524, -0.440], [3.164, 1.825, -1.412], [3.834, 0.656, -2.124], [0.013, -2.827, 0.670], [-1.261, -2.364, 0.441], [-2.367, -2.993, -0.349], [-3.369, -1.840, -0.505], [-3.279, -1.185, -1.880], [-3.163, 0.161, 2.994], [-4.604, 1.140, 2.639], [-3.037, 1.639, 2.016], [-1.097, 0.608, 2.110], [1.165, -0.260, 2.536], [3.677, -3.152, -0.232], [3.178, -0.372, 0.441], [4.709, -1.011, -0.154], [3.667, -1.471, -2.363], [1.306, -1.616, -1.550], [1.522, -0.616, -2.994], [1.185, 0.395, -0.136], [-0.016, 0.466, -1.417], [1.469, 1.999, -2.719], [-0.529, 2.246, -2.890], [-1.302, 3.838, -2.918], [-2.962, 2.055, -2.443], [-2.026, 1.545, -1.031], [-3.867, 2.999, -0.301], [-3.349, 4.264, -1.418], [-2.485, 4.786, 0.835], [-1.720, 3.193, 0.936], [-0.033, 4.860, 0.292], [-1.030, 5.358, -1.100], [3.347, 1.776, -0.339], [3.590, 2.764, -1.770], [4.905, 0.669, -1.914], [3.707, 0.776, -3.204], [0.364, -3.770, 0.284], [-2.026, -3.365, -1.314], [-2.797, -3.831, 0.205], [-4.403, -2.146, -0.325], [-2.260, -0.859, -2.078], [-3.947, -0.329, -1.921], [-3.577, -1.895, -2.647]],
  "smiles": "CC(=O)N1c2ccc(S(=O)(=O)NC[C@H]3CC[C@@H](C(=O)N4CCCCC4)CC3)cc2C[C@@H]1C"
}

***

(4)
{
  "formula": "C22H66O22",
  "method": "ωB97M-V/def2-TZVPD",
  "symbols": ["O", "C", "C", "O", "H", "H", "H", "H", "H", "H", "O", "C", "C", "O", "H", "H", "H", "H", "H", "H", "O", "C", "C", "O", "H", "H", "H", "H", "H", "H", "O", "C", "C", "O", "H", "H", "H", "H", "H", "H", "O", "C", "C", "O", "H", "H", "H", "H", "H", "H", "O", "C", "C", "O", "H", "H", "H", "H", "H", "H", "O", "C", "C", "O", "H", "H", "H", "H", "H", "H", "O", "C", "C", "O", "H", "H", "H", "H", "H", "H", "O", "C", "C", "O", "H", "H", "H", "H", "H", "H", "O", "C", "C", "O", "H", "H", "H", "H", "H", "H", "O", "C", "C", "O", "H", "H", "H", "H", "H", "H"],
  "coordinates": [[-11.720, 19.553, -3.340], [-11.266, 18.392, -3.969], [-12.215, 17.425, -4.682], [-11.527, 16.123, -4.848], [-10.990, 20.176, -3.327], [-10.467, 18.657, -4.662], [-10.933, 17.845, -3.087], [-12.472, 17.905, -5.626], [-13.090, 17.459, -4.033], [-12.167, 15.599, -5.335], [-14.329, 12.860, 0.266], [-13.208, 13.569, -0.147], [-13.432, 15.053, -0.443], [-14.049, 15.543, 0.675], [-14.181, 11.972, -0.067], [-12.385, 13.538, 0.568], [-12.844, 13.114, -1.068], [-14.230, 15.152, -1.179], [-12.577, 15.608, -0.829], [-13.788, 14.927, 1.363], [-17.570, 16.615, -4.723], [-17.996, 17.270, -5.972], [-19.395, 16.958, -6.605], [-20.417, 17.643, -5.924], [-17.712, 17.070, -3.890], [-17.724, 18.322, -6.063], [-17.296, 16.742, -6.619], [-19.638, 15.907, -6.445], [-19.337, 17.058, -7.689], [-21.261, 17.355, -6.278], [-13.899, 12.976, -6.682], [-13.473, 11.670, -7.189], [-13.694, 10.342, -6.263], [-15.006, 9.997, -6.192], [-14.706, 12.864, -6.174], [-14.127, 11.530, -8.050], [-12.411, 11.676, -7.436], [-13.170, 10.587, -5.340], [-13.193, 9.472, -6.687], [-15.507, 10.726, -5.818], [-6.780, 16.483, -6.479], [-6.789, 16.291, -5.063], [-5.517, 15.427, -4.840], [-4.358, 15.756, -5.643], [-5.887, 16.226, -6.722], [-6.702, 17.211, -4.484], [-7.569, 15.711, -4.569], [-5.677, 14.349, -4.870], [-5.256, 15.680, -3.812], [-3.588, 15.831, -5.075], [-16.692, 17.836, -10.264], [-15.600, 16.969, -10.439], [-16.172, 15.623, -11.052], [-16.096, 15.435, -12.391], [-16.924, 18.226, -11.110], [-14.835, 17.491, -11.013], [-15.066, 16.718, -9.522], [-17.221, 15.558, -10.763], [-15.601, 14.796, -10.630], [-15.527, 16.158, -12.668], [-8.017, 19.642, 2.042], [-8.496, 19.617, 0.827], [-7.637, 18.721, -0.017], [-6.371, 19.388, -0.255], [-8.311, 20.475, 2.418], [-9.537, 19.359, 0.637], [-8.251, 20.605, 0.436], [-8.022, 18.731, -1.037], [-7.640, 17.664, 0.248], [-5.890, 19.206, 0.556], [-9.450, 25.165, -1.187], [-9.705, 26.516, -1.333], [-9.047, 26.939, -2.598], [-9.792, 26.584, -3.723], [-10.197, 24.659, -1.514], [-10.787, 26.571, -1.454], [-9.334, 27.131, -0.513], [-8.055, 26.558, -2.840], [-8.947, 28.024, -2.571], [-9.318, 26.293, -4.506], [-8.084, 17.734, -11.295], [-9.426, 17.881, -11.212], [-9.872, 17.993, -9.759], [-10.085, 16.702, -9.246], [-7.728, 17.129, -10.639], [-9.663, 18.792, -11.761], [-9.841, 16.997, -11.696], [-10.868, 18.434, -9.797], [-9.081, 18.521, -9.229], [-9.508, 16.581, -8.488], [-6.116, 22.359, -2.874], [-6.399, 21.894, -4.089], [-7.561, 22.508, -4.846], [-8.766, 22.684, -4.059], [-6.453, 21.778, -2.188], [-5.489, 22.014, -4.675], [-6.494, 20.808, -4.090], [-7.798, 22.096, -5.827], [-7.239, 23.546, -4.938], [-8.567, 23.427, -3.485], [-12.751, 23.700, 1.588], [-12.944, 22.450, 0.907], [-13.721, 22.672, -0.393], [-13.024, 23.173, -1.540], [-11.849, 23.935, 1.361], [-11.981, 21.994, 0.679], [-13.620, 21.832, 1.498], [-14.524, 23.324, -0.049], [-14.229, 21.745, -0.659], [-13.388, 22.813, -2.352]],
  "smiles": "OCCO.OCCO.OCCO.OCCO.OCCO.OCCO.OCCO.OCCO.OCCO.OCCO.OCCO"
}

***

(5)
{
  "formula": "C19H39N3O11P",
  "method": "ωB97M-V/def2-TZVPD",
  "symbols": ["C", "C", "C", "C", "C", "N", "C", "C", "C", "C", "C", "N", "C", "O", "N", "O", "P", "O", "O", "O", "H", "H", "H", "H", "H", "H", "H", "H", "H", "H", "H", "H", "H", "H", "H", "H", "H", "H", "H", "H", "H", "H", "H", "H", "H", "H", "H", "C", "C", "C", "O", "C", "O", "O", "H", "H", "H", "H", "H", "H", "C", "C", "C", "O", "C", "O", "O", "H", "H", "H", "H", "H", "H"],
  "coordinates": [[5.329, -0.444, -2.096], [4.141, -0.775, -1.200], [4.532, -0.823, 0.278], [2.948, 0.197, -1.373], [3.367, 1.583, -1.787], [2.430, 2.701, -1.358], [0.988, 2.545, -1.804], [0.129, 1.644, -0.906], [-0.362, 0.353, -1.572], [-1.887, 0.221, -1.587], [-2.560, 0.529, -0.248], [-1.756, 0.116, 0.916], [2.588, 2.919, 0.103], [1.533, 3.697, 0.572], [1.744, 3.964, 2.008], [2.028, 5.055, 2.170], [3.069, 4.212, -2.167], [2.841, 5.372, -1.363], [2.326, 4.325, -3.561], [4.601, 3.998, -2.471], [5.905, 0.404, -1.740], [4.986, -0.283, -3.114], [5.995, -1.297, -2.143], [3.767, -1.738, -1.518], [4.345, 0.153, 0.718], [5.571, -1.086, 0.420], [3.907, -1.533, 0.804], [2.294, -0.221, -2.129], [2.384, 0.184, -0.454], [4.317, 1.813, -1.322], [3.544, 1.643, -2.853], [0.561, 3.539, -1.809], [0.980, 2.223, -2.835], [0.640, 1.338, 0.000], [-0.718, 2.241, -0.603], [-0.016, 0.276, -2.602], [0.037, -0.510, -1.061], [-2.097, -0.820, -1.818], [-2.317, 0.793, -2.403], [-3.491, -0.017, -0.218], [-2.820, 1.585, -0.206], [-1.407, 0.953, 1.374], [-2.409, -0.269, 1.594], [3.530, 3.445, 0.258], [2.653, 1.982, 0.651], [2.523, 3.561, -4.138], [4.781, 3.619, -3.350], [-7.155, -4.434, 0.317], [-6.652, -3.027, 0.116], [-5.406, -2.914, -0.734], [-4.781, -1.733, -0.202], [-5.186, -1.606, 1.088], [-4.699, -0.851, 1.870], [-6.197, -2.454, 1.360], [-6.433, -5.022, 0.884], [-8.085, -4.431, 0.884], [-7.337, -4.919, -0.642], [-7.450, -2.390, -0.272], [-5.622, -2.784, -1.791], [-4.725, -3.758, -0.606], [-1.667, -2.695, 4.211], [-0.311, -2.227, 3.747], [-0.046, -0.752, 3.949], [0.859, -0.456, 2.871], [0.623, -1.353, 1.886], [1.065, -1.266, 0.783], [-0.180, -2.342, 2.314], [-2.457, -2.234, 3.616], [-1.761, -3.773, 4.091], [-1.821, -2.449, 5.261], [0.477, -2.832, 4.202], [0.417, -0.527, 4.907], [-0.943, -0.141, 3.830]],
  "charge": 1
}

***

(6)
{
  "formula": "C4H12",
  "method": "ωB97M-V/def2-TZVPD",
  "symbols": ["C", "C", "H", "H", "H", "H", "H", "H", "C", "C", "H", "H", "H", "H", "H", "H"],
  "coordinates": [[-2.125, -0.184, -1.405], [-2.249, 0.068, 0.182], [-3.007, -0.424, -1.896], [-1.698, 0.713, -1.839], [-1.410, -1.016, -1.640], [-3.318, 0.190, 0.479], [-1.826, -0.856, 0.683], [-1.569, 0.849, 0.286], [2.523, -0.374, 0.215], [1.660, 0.610, 0.948], [3.070, -1.212, 0.915], [2.002, -1.131, -0.325], [3.549, 0.128, 0.043], [1.826, 0.778, 2.092], [0.677, 0.273, 0.870], [1.897, 1.589, 0.393]],
  "smiles": "CC.CC"
}

***

Orbital gap for every record listed, in sequence, given in eV: 9.124; 7.891; 9.240; 9.836; 8.328; 11.573.
HOMO level for every record listed, in sequence, given in eV: -13.9612; -8.8467; -8.7353; -9.7364; -11.4764; -10.4921.